[1]
Entry from the Open Molecules 2025 dataset: a cluster of 11 separate species, C38H66O27S3 in total at a distorted geometry (ωB97M-V/def2-TZVPD).

Last columns: bonded neighbours and bond lengths (Å).
Geometry (Å):
1 C -2.727 2.130 -4.354  C2 1.531, H8 1.094, H9 1.087, H10 1.088
2 C -2.257 2.502 -2.946  C1 1.531, C3 1.547, O7 1.444, H11 1.091
3 C -1.067 3.489 -2.897  C2 1.547, O4 1.419, H12 1.094, H13 1.086
4 O -1.588 4.715 -2.408  C3 1.419, C5 1.356
5 C -2.915 4.605 -2.154  O4 1.356, O6 1.181, O7 1.355
6 O -3.595 5.486 -1.759  C5 1.181
7 O -3.320 3.347 -2.455  C2 1.444, C5 1.355
8 H -1.989 1.499 -4.857  C1 1.094
9 H -2.835 3.082 -4.867  C1 1.087
10 H -3.614 1.512 -4.228  C1 1.088
11 H -2.055 1.618 -2.339  C2 1.091
12 H -0.782 3.748 -3.921  C3 1.094
13 H -0.292 3.117 -2.234  C3 1.086
14 C 1.254 6.892 -2.055  C15 1.509, H21 1.093, H22 1.091, H23 1.087
15 C 0.947 7.465 -0.694  C14 1.509, C16 1.535, O20 1.434, H24 1.092
16 C 0.574 6.448 0.394  C15 1.535, O17 1.413, H25 1.092, H26 1.091
17 O 1.383 6.787 1.502  C16 1.413, C18 1.352
18 C 2.248 7.770 1.165  O17 1.352, O19 1.183, O20 1.362
19 O 3.068 8.229 1.884  C18 1.183
20 O 2.080 8.142 -0.135  C15 1.434, C18 1.362
21 H 2.263 6.472 -2.077  C14 1.093
22 H 1.288 7.732 -2.751  C14 1.091
23 H 0.543 6.126 -2.355  C14 1.087
24 H 0.151 8.212 -0.712  C15 1.092
25 H 0.695 5.412 0.070  C16 1.092
26 H -0.489 6.581 0.601  C16 1.091
27 C 6.053 0.107 -1.567  C28 1.531, H34 1.093, H35 1.091, H36 1.088
28 C 5.719 -1.031 -0.599  C27 1.531, C29 1.556, O33 1.434, H37 1.087
29 C 6.964 -1.322 0.289  C28 1.556, O30 1.435, H38 1.086, H39 1.086
30 O 6.577 -0.834 1.581  C29 1.435, C31 1.334
31 C 5.288 -0.492 1.588  O30 1.334, O32 1.188, O33 1.363
32 O 4.656 -0.157 2.536  C31 1.188
33 O 4.749 -0.543 0.337  C28 1.434, C31 1.363
34 H 5.282 0.260 -2.327  C27 1.093
35 H 6.921 -0.124 -2.188  C27 1.091
36 H 6.177 0.991 -0.945  C27 1.088
37 H 5.379 -1.936 -1.096  C28 1.087
38 H 7.799 -0.691 0.000  C29 1.086
39 H 7.209 -2.380 0.298  C29 1.086
40 C -3.940 -0.412 -0.798  C41 1.512, H47 1.092, H48 1.090, H49 1.091
41 C -4.576 0.500 0.228  C40 1.512, C42 1.530, O46 1.445, H50 1.097
42 C -3.862 1.833 0.459  C41 1.530, O43 1.423, H51 1.089, H52 1.087
43 O -4.935 2.758 0.595  C42 1.423, C44 1.350
44 C -6.094 2.199 0.187  O43 1.350, O45 1.186, O46 1.359
45 O -7.145 2.749 0.186  C44 1.186
46 O -5.850 0.947 -0.284  C41 1.445, C44 1.359
47 H -4.444 -1.380 -0.778  C40 1.092
48 H -2.894 -0.564 -0.531  C40 1.090
49 H -4.108 -0.043 -1.810  C40 1.091
50 H -4.871 0.058 1.187  C41 1.097
51 H -3.252 2.033 -0.421  C42 1.089
52 H -3.227 1.839 1.340  C42 1.087
53 C 1.976 -3.993 -0.162  C54 1.522, H60 1.090, H61 1.092, H62 1.089
54 C 1.835 -5.508 -0.147  C53 1.522, C55 1.533, O59 1.431, H63 1.094
55 C 3.011 -6.346 0.367  C54 1.533, O56 1.426, H64 1.089, H65 1.088
56 O 2.391 -7.385 1.119  C55 1.426, C57 1.358
57 C 1.059 -7.147 1.224  O56 1.358, O58 1.185, O59 1.359
58 O 0.295 -7.814 1.836  C57 1.185
59 O 0.762 -5.929 0.700  C54 1.431, C57 1.359
60 H 3.004 -3.636 -0.223  C53 1.090
61 H 1.558 -3.530 0.734  C53 1.092
62 H 1.394 -3.641 -1.013  C53 1.089
63 H 1.648 -5.783 -1.189  C54 1.094
64 H 3.691 -5.755 0.978  C55 1.089
65 H 3.470 -6.824 -0.497  C55 1.088
66 C 2.953 2.574 -2.916  C67 1.539, H73 1.086, H74 1.088, H75 1.092
67 C 2.194 1.654 -3.889  C66 1.539, C68 1.563, O72 1.442, H76 1.089
68 C 2.161 2.287 -5.318  C67 1.563, O69 1.416, H77 1.089, H78 1.091
69 O 2.667 1.284 -6.180  C68 1.416, C70 1.326
70 C 3.100 0.256 -5.463  O69 1.326, O71 1.196, O72 1.350
71 O 3.492 -0.792 -5.886  C70 1.196
72 O 2.994 0.480 -4.136  C67 1.442, C70 1.350
73 H 3.459 3.361 -3.465  C66 1.086
74 H 3.650 1.995 -2.314  C66 1.088
75 H 2.234 3.025 -2.229  C66 1.092
76 H 1.176 1.442 -3.563  C67 1.089
77 H 2.744 3.206 -5.345  C68 1.089
78 H 1.147 2.569 -5.607  C68 1.091
79 C -1.797 -2.939 2.040  C80 1.512, H86 1.088, H87 1.089, H88 1.096
80 C -2.233 -3.958 1.011  C79 1.512, C81 1.536, O85 1.444, H89 1.097
81 C -2.557 -5.385 1.474  C80 1.536, O82 1.424, H90 1.088, H91 1.090
82 O -3.730 -5.681 0.723  C81 1.424, C83 1.357
83 C -4.257 -4.554 0.181  O82 1.357, O84 1.191, O85 1.348
84 O -5.214 -4.578 -0.528  C83 1.191
85 O -3.477 -3.488 0.448  C80 1.444, C83 1.348
86 H -2.037 -1.961 1.628  C79 1.088
87 H -0.771 -3.051 2.386  C79 1.089
88 H -2.402 -3.075 2.944  C79 1.096
89 H -1.543 -3.970 0.158  C80 1.097
90 H -2.485 -5.485 2.555  C81 1.088
91 H -1.749 -5.951 1.010  C81 1.090
92 C -4.503 2.348 4.479  C93 1.522, H99 1.092, H100 1.090, H101 1.090
93 C -3.676 1.118 4.136  C92 1.522, C94 1.520, O98 1.443, H102 1.090
94 C -2.304 1.186 4.786  C93 1.520, O95 1.424, H103 1.092, H104 1.093
95 O -1.982 -0.192 4.944  C94 1.424, C96 1.354
96 C -3.143 -0.869 5.113  O95 1.354, O97 1.190, O98 1.344
97 O -3.234 -2.004 5.458  C96 1.190
98 O -4.175 -0.082 4.764  C93 1.443, C96 1.344
99 H -3.911 3.254 4.335  C92 1.092
100 H -4.799 2.258 5.524  C92 1.090
101 H -5.387 2.515 3.864  C92 1.090
102 H -3.711 0.858 3.078  C93 1.090
103 H -2.241 1.810 5.679  C94 1.092
104 H -1.563 1.646 4.127  C94 1.093
105 C -2.523 -2.591 -3.262  S106 1.823, H109 1.092, H110 1.090, H111 1.087
106 S -1.235 -1.315 -3.453  C105 1.823, O107 1.499, C108 1.808
107 O -0.838 -0.765 -2.116  S106 1.499
108 C 0.072 -2.410 -4.052  S106 1.808, H112 1.090, H113 1.088, H114 1.094
109 H -3.464 -2.141 -3.586  C105 1.092
110 H -2.682 -2.870 -2.220  C105 1.090
111 H -2.353 -3.439 -3.921  C105 1.087
112 H 0.278 -3.178 -3.305  C108 1.090
113 H 0.915 -1.825 -4.413  C108 1.088
114 H -0.264 -2.975 -4.927  C108 1.094
115 C 0.412 1.710 -0.123  S116 1.822, H119 1.092, H120 1.089, H121 1.089
116 S 0.475 0.865 1.490  C115 1.822, O117 1.509, C118 1.812
117 O -0.934 0.410 1.781  S116 1.509
118 C 1.304 -0.618 0.858  S116 1.812, H122 1.092, H123 1.087, H124 1.094
119 H 1.386 1.510 -0.575  C115 1.092
120 H 0.295 2.763 0.129  C115 1.089
121 H -0.339 1.288 -0.787  C115 1.089
122 H 1.123 -1.327 1.669  C118 1.092
123 H 2.351 -0.482 0.601  C118 1.087
124 H 0.757 -1.027 0.004  C118 1.094
125 C 1.008 -2.012 4.853  S126 1.811, H129 1.086, H130 1.093, H131 1.088
126 S 2.616 -2.844 4.879  C125 1.811, O127 1.480, C128 1.835
127 O 3.626 -1.930 5.458  S126 1.480
128 C 2.107 -3.992 6.215  S126 1.835, H132 1.088, H133 1.088, H134 1.091
129 H 1.062 -1.190 4.145  C125 1.086
130 H 0.843 -1.596 5.850  C125 1.093
131 H 0.228 -2.761 4.724  C125 1.088
132 H 2.955 -4.523 6.642  C128 1.088
133 H 1.367 -4.669 5.794  C128 1.088
134 H 1.728 -3.367 7.025  C128 1.091

Computed properties:
2S+1   1
Net charge   0
Relative energy (zero: lowest compared OMol25 entry of this formula, charge and spin)   31.8 kcal per mole
E   -4713.5853 Eh

[2]
Entry from the Open Molecules 2025 dataset: a cluster of 3 separate species, C2H11N2O2 in total at a distorted geometry (ωB97M-V/def2-TZVPD).

Last columns: bonded neighbours and bond lengths (Å).
Geometry (Å):
1 C 0.700 1.780 1.685  N2 1.455, H5 1.122, H6 1.080, H7 1.109
2 N -0.143 0.919 0.868  C1 1.455, C3 1.322, H8 1.006
3 C -0.392 1.313 -0.369  N2 1.322, N4 1.317, H9 1.075
4 N -1.030 0.536 -1.220  C3 1.317, H10 1.061, H11 1.007
5 H 0.412 2.862 1.759  C1 1.122
6 H 1.729 1.724 1.362  C1 1.080
7 H 0.515 1.589 2.761  C1 1.109
8 H -0.427 0.005 1.178  N2 1.006
9 H -0.125 2.307 -0.678  C3 1.075
10 H -1.429 -0.311 -0.721  N4 1.061
11 H -1.262 0.686 -2.188  N4 1.007
12 H -0.090 -2.128 -0.014  O14 0.965
13 H -1.777 -2.227 0.241  O14 0.955
14 O -0.997 -1.822 -0.133  H12 0.965, H13 0.955
15 H 2.183 -1.277 -1.200  O17 0.963
16 H 1.892 -2.729 -0.623  O17 0.961
17 O 1.549 -1.840 -0.744  H15 0.963, H16 0.961

Computed properties:
2S+1   1
Net charge   +1
Relative energy (zero: lowest compared OMol25 entry of this formula, charge and spin)   22.5 kcal per mole
E   -342.5526 Eh

[3]
Entry from the Open Molecules 2025 dataset: a cluster of 2 separate species, C26H26F2NO4 in total at a distorted geometry (ωB97M-V/def2-TZVPD).

Last columns: bonded neighbours and bond lengths (Å).
Geometry (Å):
1 H -0.132 0.157 -0.930  C38 1.074
2 C -1.777 2.239 -0.158  H3 1.089, C4 1.398, C13 1.397
3 H -1.102 1.929 0.639  C2 1.089
4 C -1.356 3.213 -1.068  C2 1.398, C5 1.505, C10 1.372
5 C -0.101 4.009 -0.829  C4 1.505, O6 1.221, O7 1.361
6 O 0.218 5.002 -1.464  C5 1.221
7 O 0.621 3.577 0.240  C5 1.361, C8 1.449
8 C 1.515 4.636 0.665  O7 1.449, C9 1.502, H19 1.095, H20 1.094
9 C 2.241 4.238 1.918  C8 1.502, H21 1.090, H22 1.091, H23 1.087
10 C -2.118 3.511 -2.169  C4 1.372, N11 1.363, H24 1.082
11 N -3.249 2.785 -2.399  C10 1.363, C12 1.367, H25 1.008
12 C -3.617 1.729 -1.612  N11 1.367, C13 1.375, H26 1.088
13 C -2.833 1.404 -0.530  C2 1.397, C12 1.375, C14 1.509
14 C -3.182 0.164 0.255  C13 1.509, O15 1.223, O16 1.357
15 O -4.207 -0.484 0.095  C14 1.223
16 O -2.288 -0.117 1.237  C14 1.357, C17 1.457
17 C -2.901 -1.018 2.204  O16 1.457, C18 1.495, H27 1.097, H28 1.095
18 C -1.982 -1.230 3.365  C17 1.495, H29 1.089, H30 1.087, H31 1.089
19 H 2.204 4.854 -0.158  C8 1.095
20 H 0.910 5.529 0.850  C8 1.094
21 H 2.902 5.059 2.192  C9 1.090
22 H 1.546 4.081 2.744  C9 1.091
23 H 2.869 3.366 1.754  C9 1.087
24 H -1.859 4.337 -2.818  C10 1.082
25 H -3.870 3.074 -3.139  N11 1.008
26 H -4.529 1.182 -1.839  C12 1.088
27 H -3.839 -0.558 2.537  C17 1.097
28 H -3.125 -1.956 1.685  C17 1.095
29 H -2.444 -1.962 4.027  C18 1.089
30 H -1.028 -1.638 3.043  C18 1.087
31 H -1.840 -0.303 3.919  C18 1.089
32 F 3.131 -1.994 -4.727  C33 1.378
33 C 2.709 -0.921 -3.972  F32 1.378, C34 1.395, C48 1.401
34 C 2.971 0.363 -4.453  C33 1.395, C35 1.408, H49 1.094
35 C 2.514 1.435 -3.662  C34 1.408, C36 1.402, H50 1.091
36 C 1.845 1.222 -2.449  C35 1.402, C37 1.404, H51 1.092
37 C 1.600 -0.082 -1.989  C36 1.404, C38 1.527, C48 1.396
38 C 0.824 -0.269 -0.687  H1 1.074, C37 1.527, C39 1.519, H52 1.090
39 C 0.595 -1.699 -0.226  C38 1.519, C40 1.349, H53 1.106
40 C 0.743 -2.044 1.069  C39 1.349, C41 1.459, H54 1.108
41 C 0.725 -3.421 1.551  C40 1.459, C42 1.421, C47 1.422
42 C 0.818 -4.491 0.621  C41 1.421, C43 1.395, H55 1.087
43 C 0.790 -5.814 1.063  C42 1.395, F44 1.380, C45 1.390
44 F 0.975 -6.844 0.164  C43 1.380
45 C 0.609 -6.142 2.402  C43 1.390, C46 1.408, H56 1.087
46 C 0.517 -5.087 3.330  C45 1.408, C47 1.396, H57 1.091
47 C 0.598 -3.753 2.929  C41 1.422, C46 1.396, H58 1.096
48 C 2.006 -1.156 -2.784  C33 1.401, C37 1.396, H59 1.092
49 H 3.516 0.526 -5.387  C34 1.094
50 H 2.673 2.462 -3.994  C35 1.091
51 H 1.520 2.051 -1.817  C36 1.092
52 H 1.263 0.370 0.078  C38 1.090
53 H 0.226 -2.397 -1.000  C39 1.106
54 H 0.871 -1.248 1.829  C40 1.108
55 H 0.966 -4.283 -0.436  C42 1.087
56 H 0.559 -7.178 2.729  C45 1.087
57 H 0.391 -5.301 4.393  C46 1.091
58 H 0.623 -2.932 3.654  C47 1.096
59 H 1.776 -2.182 -2.489  C48 1.092

Computed properties:
2S+1   1
Net charge   +1
E   -1561.5543 Eh

no.,E_LUMO (eV)
1,-0.35
2,-3.12
3,-5.13